(w)
# C26H26BN11O6STi

A molecular structure, C26H26BN11O6STi (the ωB97M-V functional and the def2-TZVPD basis, the OMol25 dataset).

The lowest unoccupied orbital energy (spin up / spin down) comes out at 3.823 / 3.821 eV. The expectation value of S² is 2.0245. The frontier orbital gap (spin up / spin down) comes out at 0.11952 / 0.23119 Ha. Its spin multiplicity is 3. The total charge is -2.

Positions of all 72 atoms, in Å:
Ti 0.2592 0.0824 -0.0157
N -1.5905 4.4843 -0.6026
C -1.5308 3.2061 -0.0446
S -2.8863 2.2242 -0.2349
N -0.4218 2.9630 0.5996
N -0.1690 1.7382 1.1503
C 0.2002 1.8403 2.4066
C 0.5289 0.7776 3.2809
C 0.9318 1.0391 4.5989
C 1.2210 0.0248 5.4834
C 1.0993 -1.2967 5.0675
C 0.6931 -1.5925 3.7793
C 0.4023 -0.5795 2.8472
O 0.0261 -0.8527 1.6383
H -2.5364 4.8208 -0.7030
H -0.9339 5.1305 -0.1888
H 0.2169 2.8487 2.8363
H 1.0112 2.0723 4.9100
H 1.5391 0.2516 6.4940
H 1.3153 -2.0972 5.7632
H 0.6107 -2.6195 3.4482
B 1.8700 -2.8054 -0.1616
N 2.6069 -1.7377 0.6833
C 3.6010 -1.9099 1.5562
C 3.9279 -0.6763 2.0930
C 3.0524 0.2084 1.4658
N 2.2717 -0.4537 0.6163
N 1.8554 -2.2176 -1.5798
C 2.4595 -2.6709 -2.6791
C 2.2285 -1.7733 -3.7042
C 1.4495 -0.7820 -3.1122
N 1.2442 -1.0675 -1.8284
H 2.5160 -3.8087 -0.1639
H 0.7530 -2.9264 0.2296
H 4.0139 -2.8848 1.7408
H 4.6683 -0.4613 2.8411
H 2.9674 1.2754 1.5685
H 3.0068 -3.5924 -2.6714
H 2.5715 -1.8276 -4.7196
H 1.0427 0.0968 -3.5779
C 2.1481 4.2560 -1.8734
N 1.0850 3.3455 -2.1964
C 0.0063 3.7535 -2.9707
C -1.0343 2.8892 -3.1794
C -1.0078 1.6417 -2.5566
N -0.0098 1.3243 -1.6817
C 1.0067 2.1616 -1.4838
O 1.9234 1.8491 -0.7081
N -1.9048 0.6434 -2.8965
H 2.1597 5.0715 -2.5977
H 3.0981 3.7177 -1.9063
H 2.0195 4.6669 -0.8657
H 0.0542 4.7506 -3.3673
H -1.8649 3.1680 -3.8022
H -2.8713 0.9239 -2.7704
H -1.7067 -0.1936 -2.3528
O -1.9324 -2.7733 -1.1466
C -2.1004 -1.7107 -0.5527
O -1.2001 -0.7772 -0.4978
C -3.4039 -1.3359 0.0495
C -3.4662 -0.7193 1.3061
C -4.6821 -0.3844 1.8465
C -5.8659 -0.6066 1.1175
C -5.7892 -1.1452 -0.1789
C -4.5775 -1.5316 -0.6876
N -7.1064 -0.3255 1.6698
O -7.1761 0.0642 2.8625
O -8.1415 -0.5038 0.9732
H -2.5433 -0.5365 1.8487
H -4.7662 0.0598 2.8273
H -6.7022 -1.2408 -0.7454
H -4.5065 -1.9698 -1.6749

(x)
# C26H26BN11O6STi

A molecular structure, C26H26BN11O6STi (the ωB97M-V functional and the def2-TZVPD basis, the OMol25 dataset).

The lowest unoccupied orbital energy (spin up / spin down) comes out at 3.522 / 3.521 eV. The expectation value of S² is 2.0262. The frontier orbital gap (spin up / spin down) comes out at 0.13089 / 0.21934 Ha. Its spin multiplicity is 3. The total charge is -2.

Positions of all 72 atoms, in Å:
Ti -0.7467 0.4588 -0.5618
N -2.6135 4.4233 1.4375
C -2.8111 3.1177 0.9895
S -3.9587 2.8895 -0.2743
N -2.0579 2.2481 1.6008
N -2.0343 0.9529 1.0795
C -2.3915 0.0308 1.8928
C -2.3546 -1.4044 1.6651
C -2.6727 -2.2275 2.7510
C -2.6654 -3.6023 2.6501
C -2.3404 -4.1794 1.4217
C -2.0299 -3.3955 0.3319
C -2.0101 -1.9919 0.4252
O -1.6614 -1.2815 -0.6186
H -3.4316 5.0002 1.3426
H -2.1389 4.4722 2.3277
H -2.7477 0.3563 2.8706
H -2.9027 -1.7569 3.7008
H -2.8758 -4.2183 3.5140
H -2.3060 -5.2591 1.3273
H -1.7390 -3.8315 -0.6154
B 2.3403 2.7581 0.3596
N 3.0809 1.4225 0.0822
C 3.6222 0.6557 1.0344
C 4.3068 -0.3846 0.4305
C 4.1190 -0.1512 -0.9311
N 3.3758 0.9379 -1.1363
N 1.2687 3.1123 -0.7279
C 1.3322 4.2347 -1.4582
C 0.1107 4.4578 -2.0663
C -0.6767 3.3922 -1.6288
N 0.0303 2.5798 -0.8431
H 1.8122 2.6656 1.4392
H 3.1390 3.6760 0.3120
H 3.4484 0.8739 2.0750
H 4.8005 -1.2120 0.9096
H 4.4309 -0.7554 -1.7703
H 2.2401 4.8124 -1.4599
H -0.1807 5.2864 -2.6883
H -1.7250 3.1907 -1.8018
C -3.3917 0.9260 -4.6814
N -1.9920 0.6328 -4.4084
C -1.0613 0.4903 -5.3886
C 0.2449 0.3330 -5.1125
C 0.6468 0.3284 -3.7220
N -0.2842 0.3832 -2.7792
C -1.5794 0.6277 -3.0855
O -2.3703 0.8580 -2.1745
N 1.9242 0.2557 -3.3968
H -3.6560 0.5085 -5.6517
H -3.5718 2.0015 -4.6734
H -3.9986 0.4764 -3.9003
H -1.4408 0.5149 -6.4018
H 0.9716 0.2226 -5.9024
H 2.6046 0.2421 -4.1356
H 2.3005 0.3851 -2.4300
O 1.4467 -2.0799 -0.6077
C 1.1851 -1.4736 0.4186
O 0.7122 -0.2179 0.3772
C 1.3522 -2.0331 1.7688
C 1.0673 -1.2964 2.9288
C 1.2288 -1.8453 4.1805
C 1.6880 -3.1751 4.3146
C 1.9757 -3.9237 3.1507
C 1.8071 -3.3532 1.9122
N 1.8568 -3.7392 5.5665
O 1.5975 -3.0448 6.6021
O 2.2825 -4.9381 5.6559
H 0.7159 -0.2764 2.8263
H 1.0116 -1.2860 5.0780
H 2.3205 -4.9397 3.2701
H 2.0202 -3.9181 1.0130

(x) ends up most stable, edging out the next structure by 119.0 kJ/mol.

(w)
# C4H7ClN2O

A single C4H7ClN2O molecule (the ωB97M-V functional and the def2-TZVPD basis, the OMol25 dataset).

The lowest unoccupied orbital energy comes out at 0.689 eV. The SMILES is C/N=C\C(Cl)=C/NO. The frontier orbital gap comes out at 0.34116 Ha. The total charge is 0.

Positions of all 15 atoms, in Å:
C -0.1383 -2.3457 -0.6156
N -0.1652 -1.7198 0.6934
C -0.5034 -0.5312 0.8478
C -0.8388 0.5299 -0.1790
Cl -2.1668 0.1120 -1.2541
C -0.2534 1.7070 -0.3747
N 0.8386 2.2023 0.3201
O 1.5976 1.2137 1.0069
H 0.0923 -1.6054 -1.4407
H 0.6427 -3.1251 -0.6452
H -1.0565 -2.8920 -0.8619
H -0.5096 -0.1318 1.8820
H -0.5813 2.4326 -1.1208
H 1.5226 2.7487 -0.2018
H 1.5197 1.4046 1.9435

(x)
# C4H7ClN2O

2 unconnected molecules or ions with the total composition C4H7ClN2O (the ωB97M-V functional and the def2-TZVPD basis, the OMol25 dataset).

The lowest unoccupied orbital energy comes out at -1.075 eV. The frontier orbital gap comes out at 0.27051 Ha. The total charge is 0.

Positions of all 15 atoms, in Å:
C -1.2497 0.3543 0.1400
C -0.5423 -0.7022 1.1101
C 1.3826 -0.2501 -0.4046
C -0.3681 1.5231 -0.2434
H -2.0746 0.5580 0.8060
H -1.0757 -1.7156 1.2820
H -0.4579 -0.1471 2.1029
H 0.6973 -2.5114 -0.1081
H 2.7141 -0.2099 -1.6963
H -0.4977 2.3235 0.5325
H -0.7611 1.9798 -1.2814
N 0.6157 -0.9110 0.2922
N 2.4966 -0.8550 -0.9078
O 1.0082 1.1932 -0.4826
Cl -1.8874 -0.6296 -1.1415

(w) ends up most stable, edging out the next structure by 243.7 kJ/mol.